ORCA calculation (wB97M-V/def2-TZVPD) on a molecular structure, C15H39HgNO6 at a distorted geometry.

LUMO level in eV: 0.252
Energy relative to the best compared isomer or geometry (same formula, charge and spin) in kcal/mol: 0.0
Molecular weight in g/mol: 530.07

Atoms and positions in Å:
Hg 0.5045 -0.3420 -0.0430
O -1.1746 -1.3643 -1.4064
O -0.4683 1.6885 -0.9599
O -3.6316 0.1742 3.2675
O 0.7178 -2.4590 1.0399
O 1.5656 -1.3942 -1.9396
O 2.3259 0.9675 0.5306
N -1.4969 0.2796 1.2929
C 2.6959 3.2452 1.2059
C -2.6921 -1.6557 -3.2724
C 1.8218 -3.2473 1.4733
C -1.1986 1.6592 1.4100
C -0.2276 2.4158 -2.1538
C 2.7422 -0.7167 -2.4305
C -2.8437 0.1064 0.9215
C 2.7701 -0.7430 -3.9781
C 3.2582 1.9811 0.6160
C -1.2387 2.3829 -0.0036
C -3.9228 0.5496 1.9340
C 4.5371 1.4668 1.2669
C -4.5482 -0.6436 3.8456
C 1.5191 -4.1695 2.6347
C -1.8038 -0.7358 -2.5216
H 2.6304 -2.6465 1.8897
H 3.6746 -1.1469 -2.0648
H 1.5280 -2.2270 -2.4156
H 2.5118 3.1081 2.2715
H 4.9415 0.6160 0.7185
H 2.4502 -4.4890 3.1029
H 3.5523 -1.2926 -4.5016
H 5.1985 2.3331 1.2819
H -1.8281 2.1964 2.1194
H -3.0864 -0.9484 0.7931
H -2.1074 -2.5641 -3.4173
H -3.0165 -1.1996 -4.2077
H -4.8786 0.2276 1.5206
H -5.5818 -0.7426 3.5141
H 0.4306 1.7352 -2.6938
H 0.8633 -4.9280 2.2073
H -3.5563 -2.0847 -2.7651
H -0.1622 1.5873 1.7398
H -4.6362 -0.2080 4.8409
H -1.1481 2.5646 -2.7182
H -0.8790 3.3881 0.2161
H 0.9728 -3.6486 3.4211
H 4.2158 1.2064 2.2753
H -4.2531 -1.6900 3.7669
H -2.2687 2.6259 -0.2647
H 3.4486 2.3378 -0.3962
H -4.0331 1.6336 1.9623
H 1.9087 -1.2154 -4.4504
H 2.7348 0.3377 -2.1544
H 0.3653 3.3198 -2.0146
H 2.9255 0.2404 -4.4220
H 1.7150 3.5648 0.8540
H 3.3621 4.1064 1.1548
H -1.0380 -0.3544 -3.1970
H 2.3602 -3.7555 0.6733
H -1.5830 -2.2331 -1.4027
H -1.5181 0.0533 2.2769
H -2.3667 0.1469 -2.2183
H -3.0603 0.5995 -0.0261

Löwdin atomic charge list, values in e, 2 entries: 1.22 -0.14


ORCA calculation (wB97M-V/def2-TZVPD) on 2 unconnected molecules or ions with the total composition C5H9FO at a distorted geometry.

2S+1: 3
<S²>: 2.005
LUMO level (alpha / beta) in eV: 0.950 / -0.729
Energy relative to the best compared isomer or geometry (same formula, charge and spin) in kcal/mol: 42.7
Molecular weight in g/mol: 104.12

Atoms and positions in Å:
F -1.5632 -0.1018 2.3231
O -0.3610 -0.1841 -0.8031
C 1.6268 -1.3749 -1.1668
C 0.7794 -0.2842 -0.5504
C -1.7609 0.8188 1.3602
C 1.5773 0.6023 0.3996
C -3.0745 0.6681 0.7627
H -3.7252 -0.2158 0.9198
H 1.4929 -2.3805 -0.5487
H 2.7404 0.3232 0.4995
H 2.6935 -1.1012 -0.9816
H 1.5269 1.6331 0.0333
H -3.7303 1.5874 1.0807
H -3.0639 1.0679 -0.2940
H 1.3720 -1.5892 -2.3296
H 1.0276 0.4677 1.4650

Löwdin atomic charge list, values in e, 2 entries: -0.03 0.08